(1)
Density functional theory data (the ωB97M-V functional and the def2-TZVPD basis) for a molecular structure, C42H53OZr in a non-equilibrium geometry.

Structure (XYZ):
```
97
Properties=species:S:1:pos:R:3:forces:R:3:mulliken_charge:R:1
H 3.44405 -0.04908 1.83140 0.1 0.3 0.0 -0.107
H -3.53873 0.77516 4.97075 -0.2 -0.1 -0.1 0.436
C 6.64627 0.42000 -0.73015 -0.6 -0.2 -0.8 -0.779
H -1.66514 3.69565 3.42195 0.0 0.0 0.0 0.426
H 2.91336 0.40817 4.87276 -0.3 -0.1 -0.1 0.394
H 1.11875 2.63329 -0.37220 0.1 0.2 0.1 0.153
C 10.22344 -0.16362 -4.91853 -0.2 0.3 -0.1 -0.333
H 0.23737 -3.06301 1.67532 0.0 0.1 0.3 -0.031
C -3.06962 -0.56980 1.85366 1.0 -0.9 -0.1 1.669
H 9.28941 0.15496 -1.14550 0.1 -0.1 -0.2 0.254
H 5.93822 -3.02360 3.83788 0.1 -0.2 -0.2 0.291
H 0.69062 -2.49444 3.29175 -0.2 -0.2 -0.3 0.189
H -0.52307 1.51026 -1.06839 -0.1 -0.1 0.2 0.433
H 10.44441 -0.28512 -5.98292 0.0 0.0 0.4 0.327
H 0.78075 4.10034 0.57150 0.1 -0.3 0.0 0.281
C 0.06380 1.62094 3.75527 1.4 0.2 -1.1 1.879
C -1.23023 3.45245 2.45080 -0.3 0.3 -0.2 -1.573
H 1.06454 -1.57611 -0.55180 0.3 0.3 0.3 0.365
H 3.99892 1.36599 2.74242 -0.3 0.0 -0.2 0.322
H 2.94424 -2.29678 -0.79705 0.7 0.4 0.6 0.510
C -0.13187 2.46002 2.60091 1.3 -0.1 0.6 0.226
C 1.27399 0.87750 3.56622 -0.7 1.1 -0.7 1.126
H 3.18586 -4.51759 5.46740 0.3 -0.1 0.0 0.290
C 11.10106 -0.64184 -3.94772 0.1 -0.1 0.1 -0.490
C 3.56749 -1.75426 -0.05127 4.7 -3.0 -1.1 -0.525
H 4.12947 -5.82272 4.73875 0.1 0.2 0.1 0.283
H 2.14520 -4.83199 3.03122 0.2 0.0 -0.2 0.318
C 6.55792 0.53464 -2.12495 -0.2 -0.4 0.5 -0.143
C 1.35065 3.16040 0.56207 0.3 0.1 -0.3 -1.457
H -1.81480 2.21386 -0.11181 0.1 -0.1 0.0 0.305
C 2.97364 -4.19707 2.70704 0.5 -0.1 0.0 -0.677
C -4.26590 -0.20746 1.05154 -0.4 0.4 -0.4 -2.222
H -2.03623 3.07901 1.80983 0.0 0.2 0.1 0.073
H -4.66281 -0.52131 4.52866 0.2 0.3 -0.1 0.352
H 8.33634 0.86793 -5.27540 0.1 -0.1 0.1 0.410
C 5.66409 -0.29539 -0.04882 0.4 0.5 0.6 -0.139
H 3.56792 1.52695 1.01654 -0.1 -0.2 0.3 0.467
H -4.47123 0.87272 1.10201 0.0 -0.2 -0.1 0.373
C 3.29237 1.03245 1.95858 0.2 -0.4 -0.1 -1.372
H 5.71288 -0.27581 1.05116 -0.1 -0.1 -0.8 0.497
H -2.00674 0.61070 -0.79718 0.2 0.1 0.2 0.457
H 7.46459 0.89374 -0.20165 -0.1 0.1 0.1 0.484
C 2.94310 -3.57621 1.47664 -0.7 0.1 0.0 -0.511
C 4.09258 -4.73145 4.87985 -0.2 -0.1 0.3 -1.461
C 10.78286 -0.51657 -2.59439 -0.4 0.1 0.3 -0.518
C -1.27631 1.26951 -0.29839 -0.6 0.8 -1.0 -1.620
C 5.09297 -2.57281 1.90572 -0.5 0.2 0.3 -0.542
H -1.41150 -3.11530 0.19489 -0.1 0.3 0.0 0.326
H -0.39161 -1.59813 5.21742 -0.2 0.0 0.0 0.257
H 2.42605 3.41379 0.54287 -0.4 -0.1 0.0 0.434
C 8.72369 0.57942 -3.18264 -0.8 0.0 0.1 0.581
C -1.18325 -1.71882 2.56588 -1.2 0.3 0.1 1.337
H -1.71200 -0.56260 5.78916 0.0 -0.2 -0.1 0.325
H 11.46238 -0.88897 -1.82146 -0.2 0.1 -0.4 0.327
H 3.75265 -1.27731 -2.68224 0.1 0.1 0.2 0.322
H 1.93080 -1.44602 1.07962 -0.6 0.7 -1.0 -0.120
H -1.69918 1.55083 4.94576 0.0 0.0 0.2 0.284
C 4.06195 -4.00853 3.56715 -0.5 -0.1 0.3 1.185
H 5.99560 -2.06736 1.58191 -0.3 0.1 0.1 0.557
H -1.44533 -1.56781 -0.67782 -0.1 -0.3 0.1 0.148
H -0.62016 2.87983 5.33336 0.1 -0.1 -0.1 0.451
C 1.60240 -0.92459 0.15098 -3.9 1.7 2.3 -0.361
C 4.61394 -0.97836 -0.71433 -0.7 -0.7 0.4 0.785
H 2.09653 -3.77809 0.80233 0.4 0.2 0.3 0.438
H 4.96973 -4.43259 5.46174 -0.1 -0.1 0.0 0.358
C 4.56203 -0.80454 -2.12323 -0.4 0.4 0.0 -0.741
H -2.00714 -2.27426 5.46248 0.1 0.1 -0.1 0.346
H -5.17104 -0.72399 1.41726 0.3 0.1 -0.1 0.379
H -0.57753 -3.72039 3.10460 0.0 0.2 -0.1 0.371
Zr -0.33851 0.37055 1.47114 0.5 -2.1 0.7 -0.703
C 1.88147 1.32267 2.34841 -0.7 0.9 -0.1 0.770
C 5.46541 -0.01689 -2.80424 0.6 0.1 0.0 -0.568
C -3.97974 0.24505 4.11629 -0.4 0.3 0.3 -2.223
H -0.20980 1.24294 5.85615 -0.1 0.1 -0.2 0.327
C -1.94634 -2.15855 0.10491 -0.2 -0.1 -0.6 -1.689
C -1.46241 -1.38464 5.10651 0.4 0.1 0.7 -1.542
C 9.57654 0.07782 -2.19062 0.2 0.0 -0.8 -0.275
C 3.91746 -2.62073 1.08542 0.0 0.7 -1.1 0.059
C -0.16238 -2.79699 2.66120 0.5 -0.3 0.1 -1.361
H -4.59361 0.95903 3.54800 0.1 -0.1 0.2 0.343
C 1.03368 2.32545 1.76329 0.1 0.0 1.0 0.520
H 5.37707 0.16000 -3.88072 0.1 -0.2 0.3 0.374
C -0.64667 1.82396 5.03622 -0.7 -0.3 0.4 -2.155
H -0.85488 4.37927 1.99996 -0.1 -0.1 0.1 0.412
O 7.51964 1.21224 -2.86987 1.0 0.3 -0.5 -0.532
C -2.94748 -0.37718 3.25296 1.0 -0.5 -0.4 0.571
C 9.04145 0.48010 -4.54472 0.3 -0.3 0.5 -0.423
H 2.20765 -0.14458 -0.30908 -0.5 -0.2 0.3 0.340
C 5.10079 -3.18062 3.15654 0.0 -0.2 -0.4 -1.146
H -4.14359 -0.47798 -0.00528 0.0 0.1 0.3 0.470
H 12.03634 -1.12129 -4.24525 -0.3 0.1 0.1 0.345
H -2.96734 -2.38481 -0.26411 0.5 0.1 0.2 0.478
H 1.34027 -0.23027 5.40609 0.1 0.0 -0.1 0.386
C -2.01125 -1.44085 1.41572 -0.6 0.0 1.1 -0.414
C 1.95995 -0.03045 4.52672 0.2 -0.5 0.1 -1.584
C -1.80109 -1.07993 3.70150 -0.3 0.0 -1.5 1.237
H 2.20626 -1.00154 4.05840 0.0 0.3 0.2 -0.102
```
Positions in Å, forces in eV/Å.

Output
DFT total energy in eV: -47739.3569
Net charge: -1
LUMO level in eV: 2.44
M in g mol⁻¹: 665.1
Max |F| in eV/A: 5.7
Orbital gap in eV: 4.0



(2)
Density functional theory data (the ωB97M-V functional and the def2-TZVPD basis) for 10 unconnected molecules or ions with the total composition C42H54INO31 in a non-equilibrium geometry.

Structure (XYZ):
```
129
Properties=species:S:1:pos:R:3:forces:R:3:mulliken_charge:R:1
O 6.85832 0.28661 -0.90073 -0.5 0.2 -0.8 -0.345
O -1.88045 0.97918 -5.97600 -0.3 -0.5 1.0 -0.460
H -5.96005 1.11757 -4.51072 0.1 0.0 -1.1 0.221
O 5.49169 1.19013 -2.45422 0.1 -0.1 0.0 -0.583
H -5.06662 -1.19277 -0.09769 0.6 0.5 -0.6 0.308
C -5.83179 -0.00923 4.27180 0.3 -0.5 0.0 0.598
H -4.56229 7.75387 6.75983 0.0 0.0 0.0 0.254
H 5.04099 -0.33941 -5.17657 -0.1 -0.2 0.0 0.222
O 5.65792 0.24601 3.77184 -0.1 -0.2 -0.3 -0.335
H 8.68556 -0.95377 -2.63287 -0.1 0.0 0.0 0.128
H -4.72870 1.21218 0.82310 1.0 -0.4 -0.4 0.422
C -0.88761 0.21551 -0.51438 -1.4 -1.3 -2.6 -0.155
C -1.12733 0.02174 -3.24255 -1.0 -2.6 0.8 -0.372
C 0.00609 -2.39851 4.13016 0.2 0.4 -0.3 -0.188
H -3.33630 1.43913 -1.56321 0.1 0.5 0.4 0.348
H 6.85902 -1.68273 -0.29612 0.0 0.1 0.0 0.224
H 6.99076 -6.77309 -5.33229 0.2 0.0 0.0 0.306
O -3.51122 1.85503 -0.69585 0.1 -1.3 -0.2 -0.600
H 6.58067 -4.81103 -6.65769 0.0 0.0 0.0 0.263
H -0.48774 -0.52860 -6.15384 -0.9 0.2 0.4 0.045
H -2.17554 -1.04151 -6.46336 0.5 0.6 0.9 0.440
O 11.81745 -3.09292 -1.16900 -0.4 0.4 0.0 -0.355
H -1.65194 -3.37661 3.13588 0.0 -0.2 0.1 0.096
C -1.54372 -0.39586 -5.78788 0.4 -0.7 -0.2 -1.218
H -11.23447 2.04878 6.35444 0.0 0.0 0.0 0.259
H 8.44088 -0.89362 -0.26015 -0.3 0.3 0.1 0.324
H -12.19550 3.53505 6.49650 0.1 0.0 -0.2 0.301
O -5.66830 0.89803 5.26992 -0.1 -0.3 -0.4 -0.355
C -3.94832 0.77045 0.13429 -1.1 -0.8 0.4 0.224
H -4.25589 -0.56237 -1.67709 -0.2 -0.2 0.9 0.089
H -2.51002 0.94536 1.79562 0.1 -0.7 -1.0 0.292
O 6.66005 -0.68757 -2.91048 -0.3 0.5 0.2 -0.206
H -0.68912 1.02023 -3.45208 -0.4 -0.9 0.0 0.644
H -3.34791 -0.62619 1.70060 0.5 0.7 -0.6 0.443
C -10.18638 3.70113 7.29622 -0.1 0.2 0.7 -0.396
O -8.98947 3.72294 6.52224 -0.1 -0.1 -0.6 -0.209
H -5.61192 2.77071 4.41690 0.0 -0.1 -0.1 -0.081
H 5.66368 -4.36310 -5.20461 0.1 0.2 0.0 0.256
O -10.68393 3.55726 5.06648 0.5 0.1 0.0 -0.335
O 4.64518 -0.22959 1.82397 0.4 -0.1 0.4 -0.286
C 3.99499 0.92297 2.35211 -0.5 0.3 -0.3 -0.268
H 7.70971 -2.41817 -2.41392 -0.2 0.1 -0.1 0.257
O 3.39178 -1.54431 -5.58873 -0.5 0.0 0.2 -0.383
H 12.54564 -3.31295 -3.08133 -0.1 0.1 0.0 0.245
H 0.60927 -2.57913 3.23643 0.0 0.0 0.0 0.230
C -1.84143 -1.78512 -1.56154 0.8 0.6 -1.7 0.058
C 7.22521 -5.82559 -4.84912 -0.3 -0.5 0.2 -0.362
H 3.66897 -0.04996 -3.23203 -0.1 0.0 -0.1 0.151
O 9.82958 -3.65846 -4.95470 -0.2 -0.1 0.0 -0.558
C -2.27963 -2.69796 -2.58751 1.1 2.3 -0.3 -0.431
H 5.71117 2.12119 2.92803 0.0 -0.1 0.0 0.266
N -1.72902 -0.51729 0.37743 0.5 0.6 1.9 0.397
O 9.76777 -2.32885 -0.61529 0.9 -0.4 -0.2 -0.546
C -7.35579 1.59338 3.88768 -0.4 0.2 -0.4 -0.322
H -3.20655 1.28750 -4.30500 0.3 -0.2 -0.8 -0.164
C -5.17244 7.11961 6.11174 0.3 0.4 -0.3 -0.381
C 6.26580 0.34373 -2.11629 0.0 0.1 0.2 0.534
H -3.85503 5.46368 6.58983 -0.1 -0.1 0.2 0.349
C 12.45761 -1.25983 -2.38178 0.4 0.4 -0.3 -0.314
H 13.77074 -2.90536 -1.86194 -0.1 -0.1 0.2 0.301
C -11.19383 3.14085 6.33172 -0.5 -0.3 0.2 -0.352
C -6.80223 6.19425 7.34427 -0.4 0.0 0.2 0.707
H -10.42317 4.72088 7.60749 0.1 0.0 -0.1 0.289
C -2.83896 0.15462 1.06172 -0.9 0.2 1.3 -0.940
H -5.71581 0.21563 -0.99167 0.9 -0.6 0.2 0.373
C -6.33842 2.09269 4.87341 0.0 0.6 0.3 0.164
H 3.81543 0.35779 -6.25688 -0.1 -0.1 0.0 0.246
C 7.74259 -1.34347 -2.24547 0.5 -0.4 -0.3 -0.038
O 8.62616 -5.56637 -4.88963 0.0 0.5 -0.1 -0.319
C 7.51728 -0.97883 -0.81253 0.0 -0.2 0.9 -0.214
I -2.85219 -3.59613 -5.49029 0.4 0.8 0.8 0.020
C -2.15441 -2.21259 -3.98042 0.4 1.2 1.6 -0.788
C 0.23008 -4.15411 5.51237 0.1 -0.4 0.3 0.589
H -6.54898 1.06406 -6.27536 0.6 -0.1 0.8 0.338
O -5.78093 5.29672 7.35601 -0.3 0.3 0.0 -0.307
C -1.26487 -3.19874 4.13835 -0.7 0.1 -0.4 0.017
H -7.56651 2.31626 3.10529 0.0 -0.3 -0.1 0.405
O 1.94773 -0.40567 -4.30300 0.0 -0.5 -0.5 -0.153
C 8.78580 -4.22709 -5.04912 0.3 0.2 0.0 0.664
O 7.60270 -3.61789 -5.32831 0.4 -0.3 0.2 -0.298
H 3.04936 0.61760 2.80747 0.1 0.0 0.0 0.219
C 5.53164 -0.66020 2.76657 0.3 -0.6 -0.1 0.662
H -10.06510 3.08071 8.18279 0.2 0.0 -0.1 0.335
C 4.98317 1.43190 3.36341 0.0 0.6 0.3 -0.293
O -7.79999 6.08551 7.98299 0.2 0.0 -0.1 -0.543
H 12.62533 -0.93421 -3.40737 -0.2 0.0 0.1 0.299
H -2.04796 -2.73476 4.74399 0.1 0.0 0.0 0.243
C -1.84739 -1.88733 0.00189 -0.2 0.7 -2.8 -0.271
H -2.70711 -3.68431 -2.31647 0.4 0.8 -0.4 0.436
H 6.90442 -5.87092 -3.80533 0.0 0.0 0.0 0.274
O 11.07843 -1.16329 -2.03574 -0.1 -0.4 0.3 -0.316
O -6.72937 0.42583 3.35124 0.3 -0.1 0.4 -0.369
C -1.61491 -0.88243 -4.31134 -0.3 -0.6 1.1 1.702
H 3.79056 1.64734 1.56467 0.1 -0.2 -0.1 0.296
O -0.11787 1.10126 -0.29894 -0.5 -0.2 0.4 -0.583
H -8.29547 1.30210 4.36387 0.1 0.0 0.0 0.267
H -5.48657 2.38708 -5.68444 -0.3 -1.0 0.0 0.281
O 0.71414 -4.91571 6.28799 -0.1 0.2 -0.2 -0.528
H -0.17283 -1.32796 4.22549 0.1 -0.1 0.2 0.251
O -6.53602 7.23216 6.50807 0.0 -0.4 0.2 -0.330
C 6.64652 -4.64631 -5.57946 -0.6 0.1 -0.2 -0.219
H -3.34235 2.38844 -5.71617 0.4 -1.0 0.2 0.397
C -4.88868 5.65592 6.30478 0.5 -0.3 -0.2 -0.068
C -3.15535 1.31450 -5.42536 -1.2 0.7 -0.9 0.058
H -4.34050 0.32636 -7.09471 0.3 0.1 0.9 0.290
H 13.03653 -0.62292 -1.70820 -0.1 0.0 0.0 0.273
O 6.12034 -1.69652 2.71750 -0.3 0.5 -0.1 -0.554
C -5.69409 1.28085 -5.59004 0.8 0.6 -0.2 -1.053
O -1.89870 -2.86057 0.69538 -0.4 0.6 0.1 -0.575
O 0.70363 -2.90106 5.26748 -0.2 -0.3 0.1 -0.349
C -4.75664 -0.31131 -0.70922 -0.6 1.4 0.1 -1.009
C 12.74703 -2.72124 -2.18516 0.5 -0.4 -0.3 -0.335
C -9.35234 3.76545 5.21778 0.0 0.2 -0.1 0.646
H -6.79257 2.58691 5.73007 0.2 -0.2 0.1 0.233
H -5.12900 5.06228 5.41904 0.0 0.1 0.0 0.043
H -4.43910 -0.48718 -5.42039 0.3 0.6 -1.0 0.055
C 2.14535 -1.52511 -5.04555 -0.2 -0.2 0.0 0.516
C 3.21220 0.24736 -4.17520 0.2 0.5 0.5 -0.104
O -8.59349 3.96006 4.31537 -0.2 0.1 0.3 -0.543
C 10.79266 -2.20776 -1.21598 -0.1 -0.3 0.2 0.666
C -4.36722 0.48470 -5.98988 -0.9 0.4 1.4 -0.038
O -0.86776 -4.42108 4.75654 0.5 0.2 0.2 -0.345
H -5.04018 7.43876 5.07873 -0.2 0.0 0.1 0.316
O 1.32955 -2.38143 -5.19942 0.1 0.2 0.0 -0.526
O -5.25776 -1.05313 4.21153 -0.1 0.3 0.0 -0.559
H 3.09290 1.32933 -4.18371 -0.2 -0.1 0.1 0.338
H 4.50112 1.91609 4.21192 0.1 -0.2 0.1 0.303
C 3.97173 -0.25798 -5.36710 0.6 0.3 -0.2 -0.340
C -1.26185 -0.46418 -1.89386 0.0 -1.1 -0.7 0.761
```
Positions in Å, forces in eV/Å.

Output
DFT total energy in eV: -117491.6407
Net charge: 0
LUMO level in eV: -0.32
SMILES: CCCOCc1cc2c(cc1I)C(=O)N(C[C@H](C)O)C2=O.O=C1OCCO1.O=C1OCCO1.O=C1OCCO1.O=C1OCCO1.O=C1OCCO1.O=C1OCCO1.O=C1OCCO1.O=C1OCCO1.O=C1OCCO1
M in g mol⁻¹: 1195.8
Max |F| in eV/A: 3.2
Orbital gap in eV: 8.5